C2H8N6 | the ωB97M-V functional and the def2-TZVPD basis

Output
DFT total energy: -11141.248 eV
HOMO level: -9.0 eV
SMILES string: [H]/N=C(/N)NN/C(N)=N/[H]

Positions of all 16 atoms, in Å:
H  2.415  -0.347  2.559
N  1.403  -0.375  2.774
C  0.679  -0.224  1.727
N  -0.633  -0.251  1.602
N  1.171  0.021  0.368
N  0.641  -0.484  -0.669
C  -0.520  0.110  -1.514
N  -0.680  1.461  -1.542
N  -1.250  -0.627  -2.372
H  -1.871  0.101  -2.634
H  -1.313  -0.841  2.153
H  -0.903  -0.621  0.641
H  2.203  -0.305  0.356
H  0.378  -1.567  -0.918
H  -0.031  2.011  -0.959
H  -1.690  1.941  -1.572

Löwdin atomic charge list, values in e, 5 entries: number 1, H, carries 0.04; number 2, N, carries 0.11; number 3, C, carries -0.57; number 4, N, carries 0.11; number 5, N, carries -0.08